The following is a DFT calculation (ωB97M-V/def2-TZVPD) of a single C6H9N molecule in a non-equilibrium geometry.

CARTESIAN COORDINATES (ANGSTROEM)
C -0.78077 0.91530 -0.40411
C 0.38158 1.72257 -0.89351
C 1.08675 1.42048 0.36031
C -0.69962 -0.49023 -0.20624
C 1.00446 -1.86298 0.67554
C -1.74760 -1.33923 -0.04436
N 0.65561 -0.87598 -0.03543
H -1.74863 1.39106 -0.30310
H 0.10159 2.77602 -0.96367
H 0.87449 1.38894 -1.80540
H 2.09821 1.04476 0.36183
H 0.78406 1.86559 1.29759
H 0.29625 -2.46045 1.25668
H 2.05862 -2.11071 0.74910
H -1.60839 -2.38439 0.18199
H -2.75662 -1.00074 -0.22721

Values from the calculation:
Gap between HOMO and LUMO (alpha / beta) (eV): 7.316 / 7.641
Net charge: 0
Spin multiplicity: 1
Max |F| (eV/Å): 1.4
LUMO (alpha / beta) (Ha): 0.00985 / 0.01710
Energy relative to the best compared isomer or geometry (same formula, charge and spin) (kcal per mole): 113.98